Record 1
72
Properties=species:S:1:pos:R:3 method="wB97M-V/def2-TZVPD" energy_ev=-62761.477 smiles="CC[C@@H](C)c1cc2c(cc1C(=O)C(F)(F)C(F)(F)C(F)(F)C(=O)O)C(=O)N([C@H](C)F)C2=O.COCCNCCOC" e_lumo_ev=-1.06
C -3.35611 -1.15949 0.41281
C -3.20516 -2.61505 0.83347
C -1.80307 -3.02552 1.38036
C -1.19077 -4.08736 0.47333
C -0.87395 -1.85079 1.62187
C 0.00567 -1.54794 0.63522
C 0.85459 -0.51286 0.80421
C 0.80079 0.21843 1.93501
C -0.05943 -0.02606 2.92736
C -0.90854 -1.08970 2.77140
C -1.89445 -1.41741 3.84052
O -3.02975 -1.79049 3.60773
C -1.51691 -1.26857 5.35865
F -0.69030 -0.23920 5.59277
F -2.65759 -0.98618 5.99446
C -0.97369 -2.56887 6.00448
F -1.19046 -2.47221 7.32604
F -1.66929 -3.61349 5.56860
C 0.54472 -2.80344 5.85210
F 0.81658 -3.95396 6.51907
F 1.24715 -1.84805 6.43528
C 1.01116 -3.08505 4.40545
O 0.30670 -3.66594 3.62027
O 2.27667 -2.65174 4.13288
C 1.85326 1.27728 1.81566
O 2.15250 2.05490 2.69641
N 2.44207 1.17462 0.54294
C 3.89463 1.41276 0.52221
C 4.27110 2.85583 0.68180
F 4.44562 0.94819 -0.62781
C 1.90097 0.04177 -0.10711
O 2.13748 -0.41568 -1.20167
H -3.10763 -0.45804 1.19866
H -4.40738 -0.99488 0.18414
H -2.82310 -0.92727 -0.50416
H -3.92713 -2.79732 1.62007
H -3.47072 -3.26264 0.00471
H -1.96083 -3.47716 2.35419
H -1.73082 -5.02241 0.53591
H -0.12682 -4.23889 0.62344
H -1.30871 -3.76019 -0.56078
H 0.04764 -2.10112 -0.28604
H -0.05741 0.61854 3.78726
H 2.86263 -3.41443 4.22073
H 4.33419 0.82558 1.32965
H 3.98030 3.40699 -0.20698
H 3.79450 3.31674 1.53822
H 5.34021 2.90763 0.84222
C -1.73660 2.74598 -6.89134
O -1.58550 1.65412 -6.00463
C -0.35949 0.94636 -6.15687
C 0.54121 1.14843 -4.95637
N 1.05146 2.51361 -4.89914
C 1.72334 2.84914 -3.64596
C 0.89730 2.83441 -2.36353
O -0.09531 3.84219 -2.29140
C -1.33114 3.52431 -2.90537
H -2.75894 3.10827 -6.79469
H -1.05557 3.56711 -6.64330
H -1.57173 2.43930 -7.92816
H 0.14952 1.22572 -7.08356
H -0.61330 -0.11551 -6.22330
H 1.38520 0.45626 -5.02244
H -0.04071 0.89015 -4.06167
H 0.28330 3.15717 -5.03277
H 2.12797 3.85769 -3.76375
H 2.57839 2.17779 -3.51904
H 1.58550 3.04245 -1.53926
H 0.46422 1.84810 -2.15647
H -1.55432 2.45602 -2.84917
H -1.35231 3.85141 -3.94827
H -2.11358 4.06965 -2.37656


Record 2
65
Properties=species:S:1:pos:R:3 method="wB97M-V/def2-TZVPD" energy_ev=-111867.425 relative_energy_kj_mol=0.0 e_lumo_ev=-0.75
Y -0.47478 -0.14379 -0.94802
N -1.93976 -2.10799 -1.78364
C -0.91185 -2.69586 -2.60113
C -0.39156 -3.93662 -2.24878
C 0.65569 -4.48384 -2.96485
C 1.19760 -3.78530 -4.03926
C 0.67392 -2.55363 -4.38490
C -0.39090 -1.98109 -3.68376
C -0.95538 -0.65541 -4.09577
C -1.22134 -0.42527 -5.44432
C -1.75042 0.79373 -5.84299
C -2.02540 1.76761 -4.89117
C -1.75480 1.51587 -3.55119
C -1.19133 0.31111 -3.10467
H -2.36375 -2.79933 -1.17819
H -2.64472 -1.63899 -2.34446
H -0.81051 -4.47255 -1.40494
H 1.05144 -5.45054 -2.68282
H 2.02560 -4.19861 -4.59902
H 1.09750 -1.98993 -5.20637
H -1.03548 -1.19473 -6.18537
H -1.95755 0.97403 -6.89030
H -2.45565 2.71304 -5.19846
H -1.99107 2.28617 -2.82122
O 1.38789 0.58487 0.25922
N 2.16034 0.56394 -0.77616
O 3.16509 1.18823 -0.85005
O 1.70020 -0.16620 -1.73458
C 0.74219 0.81163 6.07407
C 0.76158 -0.02941 4.82939
C -0.42072 -0.51563 4.28662
C -0.43800 -1.25632 3.11376
C -1.75956 -1.77210 2.60663
C 0.78963 -1.53400 2.49290
C 0.86033 -2.20211 1.20377
O 0.00247 -2.13191 0.32598
C 2.00742 -1.09596 3.04880
C 3.34096 -1.35288 2.39252
C 1.96688 -0.33610 4.20356
H -0.27561 0.99558 6.41274
H 1.22148 1.77395 5.88957
H 1.28457 0.32056 6.88382
H -1.35966 -0.29998 4.78205
H -2.47970 -1.77334 3.42419
H -1.67787 -2.78817 2.22177
H -2.16286 -1.12700 1.82442
H 1.75944 -2.79495 0.98125
H 3.55195 -2.41853 2.28595
H 4.13390 -0.91914 2.99847
H 3.40671 -0.89687 1.40351
H 2.89425 0.04152 4.61845
C 0.27613 3.90438 -0.65877
Si -0.73488 3.41437 0.82232
C 0.37913 3.09844 2.27800
C -1.87451 4.81879 1.23648
Se -1.99745 1.60050 0.42265
H 0.95888 4.72157 -0.41198
H -0.36152 4.22699 -1.48495
H 0.89675 3.08369 -1.02182
H 1.02968 3.95888 2.45861
H 1.00342 2.21925 2.09855
H -0.21791 2.92892 3.17685
H -1.32613 5.72976 1.48751
H -2.49304 4.54090 2.09253
H -2.53734 5.03581 0.39701


Record 3
66
Properties=species:S:1:pos:R:3 method="wB97M-V/def2-TZVPD" energy_ev=-44116.367 smiles="CCN(CC)CCNC(=O)CNC(=O)c1nn(-c2ccc(OC)c(OC)c2)c(=O)c2ccccc12" relative_energy_kj_mol=398.2 e_lumo_ev=-0.26
C 3.15457 -5.92809 -1.63077
C 2.30445 -4.81264 -1.01173
N 1.48731 -4.06140 -1.94458
C 2.24163 -3.30894 -2.92653
C 1.49486 -2.06190 -3.39252
C 0.33700 -4.77974 -2.46345
C -0.96052 -4.00529 -2.17113
N -0.90107 -3.50112 -0.82157
C -1.96624 -3.31460 -0.03696
O -3.11087 -3.58938 -0.33406
C -1.58933 -2.68502 1.32107
N -1.03298 -1.36292 1.15220
C 0.26496 -1.15506 0.86802
O 1.07052 -2.06827 0.75248
C 0.61822 0.28767 0.70939
N -0.27158 1.12112 1.14842
N -0.10373 2.43501 1.08799
C -1.16567 3.17533 1.67069
C -1.83277 2.64200 2.75914
C -2.88633 3.33654 3.33250
C -3.27679 4.56917 2.83636
O -4.28633 5.33074 3.33047
C -5.01187 4.84782 4.43396
C -2.59004 5.11325 1.72446
O -3.02923 6.32450 1.30116
C -2.34382 6.95014 0.24221
C -1.55338 4.40551 1.14430
C 1.03786 3.05538 0.57754
O 1.17312 4.26341 0.59852
C 2.03294 2.12876 0.03580
C 3.18872 2.65137 -0.54824
C 4.13984 1.80614 -1.07187
C 3.95126 0.42599 -1.01683
C 2.82256 -0.10909 -0.43926
C 1.84405 0.73498 0.10046
H 3.87999 -5.51924 -2.33003
H 2.52681 -6.64016 -2.16253
H 3.69171 -6.45902 -0.84926
H 1.63745 -5.24137 -0.25968
H 2.95549 -4.09997 -0.49821
H 3.17340 -2.99492 -2.45036
H 2.50134 -3.92131 -3.80785
H 2.16435 -1.42581 -3.96711
H 0.64944 -2.32184 -4.02338
H 1.13523 -1.50211 -2.53326
H 0.26808 -5.75370 -1.97331
H 0.41719 -4.95215 -3.54460
H -1.83514 -4.65290 -2.26783
H -1.07604 -3.16939 -2.86985
H 0.03388 -3.25019 -0.50895
H -2.48229 -2.62723 1.94307
H -0.83554 -3.31522 1.80263
H -1.63887 -0.55770 1.19574
H -1.52742 1.68921 3.16076
H -3.39084 2.90338 4.18069
H -5.51695 3.90411 4.20287
H -4.36993 4.71149 5.31054
H -5.75770 5.61089 4.65017
H -2.44657 6.38687 -0.69116
H -1.28208 7.08061 0.47228
H -2.81347 7.92553 0.12658
H -1.02916 4.80277 0.29376
H 3.30405 3.72425 -0.57530
H 5.03220 2.21008 -1.52605
H 4.70154 -0.23081 -1.43191
H 2.67850 -1.17554 -0.38607


Record 4
64
Properties=species:S:1:pos:R:3 method="wB97M-V/def2-TZVPD" charge=-2 energy_ev=-59024.454 e_lumo_ev="4.44 / 4.44"
Pd 0.22040 -0.44020 0.17960
C 0.65480 -3.17700 2.45690
C 0.39620 -1.84180 3.17780
C 1.61430 -0.90090 3.26180
N 1.58360 0.05570 2.19450
C 2.41110 1.05450 2.09920
C 3.43380 1.30760 3.06620
C 4.33840 2.33100 3.20040
C 4.48610 3.50110 2.46210
C 3.72610 3.87760 1.36010
C 2.72670 3.20630 0.69940
C 2.16790 1.91070 0.89620
N 1.35880 1.37260 0.03490
C 0.82260 1.99610 -1.14460
C -0.40050 2.89770 -0.86720
C -1.31500 2.39650 0.26210
N -1.69330 1.00660 0.15890
C -2.45200 0.50830 1.09280
C -2.89610 1.23140 2.24520
C -4.00680 1.06060 3.02660
C -5.04300 0.13690 2.87510
C -5.00290 -1.00680 2.09520
C -3.93450 -1.54300 1.40080
C -2.68860 -0.96790 1.04020
N -1.64730 -1.64370 0.63180
C -1.43750 -3.03940 0.91610
C 0.08330 -3.25570 1.03860
H 0.25180 -4.00030 3.06390
H 1.73710 -3.33120 2.37930
H 0.05320 -2.04970 4.19780
H -0.38940 -1.28740 2.65280
H 2.54350 -1.49360 3.21780
H 1.59470 -0.39070 4.24220
H 3.50930 0.54260 3.83320
H 5.03620 2.22340 4.03320
H 5.26300 4.19230 2.78560
H 3.97900 4.85190 0.94020
H 2.31210 3.74330 -0.14980
H 0.45310 1.17240 -1.77410
H 1.57720 2.57490 -1.71820
H -0.96800 2.98920 -1.79960
H -0.06330 3.89630 -0.57260
H -2.21380 3.04410 0.27400
H -0.77380 2.56070 1.20830
H -2.23940 2.03970 2.55400
H -4.13650 1.78700 3.82970
H -5.93890 0.30940 3.46620
H -5.91620 -1.60490 2.10010
H -4.09340 -2.54230 1.00200
H -1.82210 -3.67000 0.09530
H -1.94870 -3.34800 1.84440
H 0.53950 -2.42260 0.45500
H 0.37810 -4.21090 0.59420
S 2.29180 -1.50970 -1.06070
C 2.41730 -1.57090 -2.70570
N 2.14520 -0.45160 -3.51210
C 1.74570 -0.75050 -4.86220
C 1.12840 -2.15140 -4.88570
S 2.14720 -3.09440 -3.71770
H 1.54770 0.20810 -3.02380
H 2.63880 -0.74500 -5.50910
H 1.04370 0.00130 -5.23840
H 1.16430 -2.61850 -5.86780
H 0.10130 -2.14400 -4.51040


Record 5
70
Properties=species:S:1:pos:R:3 method="wB97M-V/def2-TZVPD" charge=+1 energy_ev=-79057.697 relative_energy_kj_mol=0.0 e_lumo_ev=-2.35
Bi 0.98175 -0.19890 0.56159
C 5.83255 -0.58936 1.54702
N 5.11752 -1.43074 0.60493
C 5.64423 -1.98041 -0.54185
C 4.65548 -2.70007 -1.12208
N 3.52895 -2.59435 -0.34123
B 2.14081 -3.22572 -0.70197
N 1.54809 -3.82727 0.60305
C 2.10889 -4.88159 1.28442
C 1.33184 -5.15486 2.35775
N 0.29068 -4.25738 2.33422
C -0.81439 -4.18112 3.27033
C 0.45036 -3.45517 1.26497
S -0.63962 -2.16328 0.88754
C 3.82692 -1.81269 0.70635
S 2.79186 -1.36988 2.02603
H 6.87528 -0.89419 1.58468
H 5.39089 -0.69361 2.53320
H 5.77287 0.45628 1.24650
H 6.66781 -1.82468 -0.83176
H 4.65888 -3.28246 -2.02572
H 2.32096 -4.10543 -1.48756
H 1.42519 -2.34333 -1.10779
H 3.01442 -5.35107 0.94360
H 1.43533 -5.90125 3.12457
H -0.62493 -4.85287 4.10211
H -1.74667 -4.45921 2.78083
H -0.91757 -3.16091 3.63571
N -0.66150 3.40838 2.31224
C -0.21805 3.42388 3.70134
C 0.28235 2.02000 4.11550
C 0.72763 1.31339 2.86017
O 1.80579 1.50851 2.29316
O -0.10271 0.44248 2.36217
H -0.77795 4.34309 1.95180
H -1.54514 2.92431 2.21146
H -1.00014 3.74508 4.39690
H 0.61126 4.12630 3.77427
H -0.51694 1.43397 4.56465
H 1.11912 2.09331 4.80714
O -0.94552 0.72758 -0.69097
S -2.43653 0.74361 -0.41640
C -3.06766 -0.76848 -1.28090
C -2.78662 -0.77786 -2.74647
C -3.79813 -0.48046 -3.65723
C -3.53381 -0.45258 -5.01692
C -2.24980 -0.69897 -5.48062
C -1.23422 -0.98488 -4.57938
C -1.50300 -1.03814 -3.22005
C -3.09345 2.00069 -1.59021
C -2.56975 3.37176 -1.29222
C -1.37207 3.80895 -1.84806
C -0.90967 5.09186 -1.59980
C -1.64509 5.95453 -0.79899
C -2.83563 5.52095 -0.23071
C -3.29036 4.23346 -0.46787
H -4.13463 -0.81507 -1.05923
H -2.55211 -1.57401 -0.75891
H -4.80228 -0.28397 -3.29886
H -4.33410 -0.24182 -5.71376
H -2.04162 -0.67222 -6.54174
H -0.23075 -1.17319 -4.93775
H -0.71673 -1.28942 -2.51955
H -4.17748 1.96045 -1.47044
H -2.80557 1.66751 -2.58467
H -0.80855 3.14297 -2.48999
H 0.01977 5.42625 -2.04094
H -1.29752 6.96406 -0.62249
H -3.41389 6.18777 0.39561
H -4.22536 3.90150 -0.03071


Record 6
65
Properties=species:S:1:pos:R:3 method="wB97M-V/def2-TZVPD" energy_ev=-53576.303 multiplicity=2 relative_energy_kj_mol=53.0 e_lumo_ev="-0.56 / -1.08"
Ir 0.35818 0.60362 0.15416
C 0.39124 7.22851 0.56900
O 1.75151 6.81822 0.61705
C 2.02517 5.52898 0.34181
C 3.38916 5.18168 0.37748
C 3.74842 3.89111 0.12024
C 2.80128 2.88979 -0.19082
C 3.23930 1.52308 -0.41848
C 4.70340 1.17510 -0.34579
O 2.45538 0.58663 -0.65273
C 1.43016 3.25920 -0.24500
O 0.45373 2.43181 -0.58605
C 1.06659 4.58152 0.04502
H 0.39607 8.29979 0.74443
H -0.19472 6.73222 1.34492
H -0.04751 7.02054 -0.40850
H 4.11785 5.94413 0.61620
H 4.79807 3.63157 0.15928
H 5.28392 1.73385 -1.08129
H 4.81104 0.10991 -0.53213
H 5.09013 1.40805 0.64721
H 0.01097 4.80591 0.01676
C -3.65197 -1.97713 -3.35263
C -3.15187 -2.66107 -2.25286
C -2.64711 -1.95314 -1.17066
C -2.61548 -0.55677 -1.16122
C -3.12198 0.11069 -2.28162
C -3.64287 -0.58883 -3.36271
Si -1.92922 0.41166 0.30331
C -2.65212 -0.44465 1.83009
C -1.89067 -1.16084 2.75537
C -2.46371 -1.72545 3.89104
C -3.82306 -1.58605 4.12019
C -4.60696 -0.89399 3.20446
C -4.02671 -0.33639 2.07560
H -4.06169 -2.52501 -4.19227
H -3.16413 -3.74445 -2.23556
H -2.31210 -2.50183 -0.29471
H -3.12066 1.19553 -2.29931
H -4.04712 -0.05015 -4.21094
H -2.67810 1.69732 0.26838
H -0.82204 -1.26860 2.60027
H -1.84588 -2.26726 4.59723
H -4.27209 -2.01236 5.00842
H -5.67189 -0.78938 3.37362
H -4.65205 0.19851 1.36677
C 2.51024 -3.76113 -1.93569
C 1.47469 -3.48423 -0.85180
C 1.92476 -4.09679 0.47267
C 0.12294 -4.06702 -1.26733
N 1.46704 -2.01473 -0.70835
N 0.60032 -1.49548 0.29406
H 2.67132 -4.83382 -2.04495
H 3.45613 -3.28244 -1.68038
H 2.17754 -3.36621 -2.89954
H 2.16800 -5.15074 0.33362
H 1.14147 -4.03879 1.23237
H 2.81216 -3.58117 0.84594
H 0.22679 -5.13041 -1.49309
H -0.26389 -3.56229 -2.15463
H -0.61981 -3.97740 -0.47241
H 1.24454 -1.55657 -1.58396
H 1.03403 -1.65875 1.19996
H -0.31249 -1.94838 0.29278
Te 0.95638 1.05073 2.54775


Record 7
65
Properties=species:S:1:pos:R:3 method="wB97M-V/def2-TZVPD" energy_ev=-50497.999 smiles="COc1ccc(S(=O)(=O)N[C@@H](Cc2ccccc2)C(=O)N2CC[C@@]3(O)CCCC[C@H]3C2)cc1" relative_energy_kj_mol=36.1 e_lumo_ev=0.64
C 5.23997 4.92534 -1.79222
O 4.98140 3.63878 -1.27725
C 3.80609 3.03773 -1.57815
C 2.80411 3.59657 -2.36984
C 1.64277 2.88222 -2.61000
C 1.47347 1.62323 -2.07045
S -0.06767 0.78512 -2.42233
O -0.22589 0.75641 -3.84737
O -1.09855 1.39392 -1.62693
N 0.21994 -0.74191 -1.80701
C -0.80445 -1.35883 -0.97894
C -1.65488 -2.36465 -1.76680
C -2.15397 -1.72009 -3.02854
C -3.11726 -0.72089 -2.97012
C -3.53065 -0.07634 -4.12035
C -2.98825 -0.42406 -5.34518
C -2.03405 -1.42212 -5.41453
C -1.61804 -2.06330 -4.26173
C -0.10298 -2.04415 0.20532
O 0.01277 -3.25654 0.24998
N 0.41553 -1.23642 1.14998
C 0.26506 0.19640 1.27327
C -0.66051 0.52202 2.44765
C -0.12594 -0.09826 3.74512
O 1.09808 0.57767 4.00985
C -1.09113 0.12470 4.92203
C -2.37130 -0.69797 4.81929
C -2.04339 -2.18006 4.67561
C -1.15736 -2.41084 3.45658
C 0.13984 -1.60827 3.55872
C 1.02503 -1.82480 2.32477
C 2.46120 1.05631 -1.28476
C 3.62163 1.75984 -1.03928
H 4.50848 5.65538 -1.43311
H 5.24977 4.92452 -2.88629
H 6.22829 5.19462 -1.42357
H 2.91737 4.57772 -2.80168
H 0.85710 3.29209 -3.22437
H 0.56664 -1.35761 -2.52720
H -1.44430 -0.54469 -0.63142
H -2.48636 -2.68361 -1.13483
H -1.04461 -3.24266 -1.98758
H -3.54024 -0.44053 -2.01612
H -4.27248 0.70635 -4.05904
H -3.30485 0.08609 -6.24288
H -1.60340 -1.69569 -6.36666
H -0.86728 -2.84046 -4.32085
H -0.11256 0.64436 0.35717
H 1.25134 0.62209 1.48529
H -1.66283 0.15246 2.24052
H -0.70504 1.60351 2.57371
H 1.45073 0.26155 4.84893
H -1.32696 1.18901 4.98388
H -0.56991 -0.15338 5.84412
H -2.96055 -0.36864 3.96235
H -2.97410 -0.53376 5.71484
H -2.96408 -2.75765 4.57829
H -1.52533 -2.52651 5.57336
H -1.69735 -2.12928 2.55172
H -0.91016 -3.47034 3.36851
H 0.69559 -1.96357 4.43647
H 1.16163 -2.89064 2.13601
H 1.99849 -1.35044 2.48518
H 2.31612 0.06872 -0.87855
H 4.41019 1.34421 -0.43260